Formula: H3N3OS
Source: the OMol25 dataset
Level of theory: ωB97M-V/def2-TZVPD

## Properties
Highest occupied orbital energy = -8.88 eV
Lowest unoccupied orbital energy = 0.87 eV
Frontier orbital gap = 9.7 eV
F_max = 3.861 eV/A
SMILES = N#N.NSO
Energy above the lowest of the compared OMol25 structures with the same formula, charge and spin = 0.0 kcal/mol
Electronic energy = -17401.5723 eV

Last column: natural (NBO) charge in e.
Cartesian coordinates (Å):
N 0.86616 -2.10900 1.40384  -0.016
N 1.48776 -2.01520 2.31959  0.017
N -1.43011 0.86428 -1.11575  -0.976
O 0.84428 0.56423 0.23262  -0.874
S -0.58956 -0.30739 -0.29643  0.638
H 1.58019 0.10790 -0.06028  0.467
H -1.83831 1.59238 -0.61155  0.371
H -0.92038 1.30280 -1.87204  0.373

***

Formula: H3N4
Source: the OMol25 dataset
Level of theory: ωB97M-V/def2-TZVPD

## Properties
Highest occupied orbital energy = -18.63 eV
Lowest unoccupied orbital energy = -7.32 eV
Frontier orbital gap = 11.3 eV
F_max = 4.335 eV/A
Energy above the lowest of the compared OMol25 structures with the same formula, charge and spin = 11.2 kcal/mol
Total charge = +1
Electronic energy = -5999.9162 eV

Last column: natural (NBO) charge in e.
Cartesian coordinates (Å):
N 2.48618 1.09907 -1.02480  0.115
N 1.45493 0.73366 -0.92535  -0.112
N -0.97657 -0.09215 0.51299  -0.243
N -0.17679 -0.97310 0.51292  -0.026
H -1.22465 0.23017 1.48198  0.425
H -1.44912 0.53330 -0.19364  0.444
H -0.11399 -1.53095 -0.36410  0.396

***

- The highest electronic energy belongs to which entry?
  H3N4